Computed, not measured: one molecule with the formula C9H17N5O, with ωB97M-V with the def2-TZVPD basis set.

Results
- frontier orbital gap (eV) = 8.7
- SMILES = CC(C)C[C@H](C)COc1nnc(N)nn1
- LUMO (eV) = -0.8
- energy (eV) = -19104.3391
- energy relative to the best compared isomer or geometry (same formula, charge and spin) (kJ/mol) = 219.96
- HOMO energy (eV) = -9.50

```
! RIJCOSX wB97M-V def2-TZVPD def2/J DEFGRID3
* xyz 0 1
C 1.3509 -1.0905 -2.0443
C 0.0353 -1.8804 -2.0957
C 0.0081 -3.0036 -1.0341
C -1.2383 -1.0177 -2.1172
C -1.4322 0.0755 -1.0544
C -0.6589 1.3741 -1.3236
C -1.2604 -0.4036 0.3840
O 0.0973 -0.3929 0.8433
C 0.4036 0.5501 1.7543
N -0.2011 0.4749 2.9367
N 0.1244 1.3734 3.8383
C 1.0282 2.2879 3.4897
N 1.3511 3.2621 4.4637
N 1.6560 2.3322 2.3145
N 1.3394 1.4287 1.4137
H 1.2660 -0.1170 -2.5225
H 2.1077 -1.6346 -2.6142
H 1.7374 -0.9871 -1.0341
H 0.0486 -2.3955 -3.0588
H -1.0119 -3.1868 -0.6998
H 0.5964 -2.7247 -0.1607
H 0.4067 -3.9251 -1.4492
H -2.0884 -1.6991 -2.0323
H -1.2928 -0.5505 -3.1021
H -2.4865 0.3622 -1.1142
H 0.3932 1.2952 -1.0743
H -0.7868 1.6614 -2.3660
H -1.0996 2.1715 -0.7210
H -1.6197 -1.4282 0.4660
H -1.8960 0.1860 1.0465
H 2.3257 3.5100 4.3686
H 0.7965 4.0923 4.2992
*
```